[1]
Entry from OMol25: C32H21F6N6O7PbS3 as an isolated structure (ωB97M-V with the def2-TZVPD basis set).

Last column: Löwdin charge in e.
Cartesian coordinates (Å):
Pb: 0.4598 1.9230 0.3975  1.39
F: 1.4881 1.3080 5.8282  0.13
C: 2.3029 0.8866 4.8586  -0.68
F: 3.4728 0.5365 5.4050  0.13
F: 1.7605 -0.1847 4.2789  0.13
S: 2.5484 2.2664 3.6692  0.56
O: 1.2223 2.6347 3.2468  -0.36
O: 3.3059 3.2472 4.3917  -0.28
N: 3.3992 1.4341 2.6263  -0.30
S: 4.0943 1.9104 1.3000  0.56
O: 3.1840 2.2144 0.2077  -0.42
O: 5.1771 1.0256 0.9878  -0.28
C: 4.8850 3.5600 1.5923  -0.68
F: 3.9621 4.4969 1.7983  0.14
F: 5.5607 3.8641 0.4745  0.13
F: 5.7404 3.5377 2.6050  0.15
C: 0.7380 1.5031 -4.2379  -0.06
C: 0.4591 2.7866 -4.6879  -0.05
C: 0.3335 3.8172 -3.7774  0.00
C: 0.4762 3.5615 -2.4143  -0.22
N: 0.6935 2.3038 -1.9964  0.00
C: 0.8327 1.3081 -2.8772  -0.12
C: 0.4113 4.6112 -1.3637  -0.22
C: 0.4700 5.9616 -1.7069  -0.05
C: 0.4267 6.9366 -0.7233  -0.10
C: 0.3309 6.5620 0.6103  -0.10
C: 0.2882 5.2141 0.9459  -0.12
C: 0.3238 4.2130 -0.0211  -0.24
H: 0.8550 0.6729 -4.9211  0.10
H: 0.3326 2.9804 -5.7460  0.11
H: 0.1049 4.8160 -4.1198  0.10
H: 1.0231 0.3295 -2.4514  0.09
H: 0.5717 6.2686 -2.7417  0.09
H: 0.4786 7.9842 -0.9951  0.09
H: 0.2975 7.3181 1.3869  0.10
H: 0.2383 4.9336 1.9961  0.09
O: -2.1747 0.0484 1.5384  0.03
C: -2.6125 0.7140 0.6172  -0.55
N: -1.8730 1.5110 -0.2178  -0.21
S: -2.7431 2.0720 -1.4713  0.61
O: -2.6720 3.5007 -1.5987  -0.29
O: -2.4582 1.3019 -2.6612  -0.32
C: -4.3244 1.5570 -0.8333  -0.21
C: -5.6054 1.8169 -1.2771  -0.04
C: -6.6582 1.2611 -0.5598  -0.08
C: -6.4188 0.4647 0.5591  -0.08
C: -5.1215 0.2169 0.9910  -0.01
C: -4.0795 0.7811 0.2805  -0.14
H: -5.7775 2.4384 -2.1479  0.12
H: -7.6776 1.4511 -0.8727  0.10
H: -7.2573 0.0423 1.1001  0.10
H: -4.9085 -0.3899 1.8627  0.12
N: 0.9858 -6.0421 0.9162  0.16
C: 0.7051 -7.3736 0.7015  -0.19
C: 1.1073 -8.5408 1.3431  -0.03
C: 0.6288 -9.7313 0.8270  -0.11
C: -0.2207 -9.7543 -0.2901  -0.11
C: -0.6188 -8.5895 -0.9191  -0.02
C: -0.1481 -7.3785 -0.4122  -0.23
N: -0.3698 -6.0829 -0.8498  0.18
C: 0.3154 -5.3221 -0.0418  -0.27
C: 0.4197 -3.8586 -0.1509  -0.14
C: 1.4109 -3.1412 0.5079  0.00
C: 1.4942 -1.7739 0.3038  -0.12
N: 0.6613 -1.1124 -0.4918  0.02
C: -0.3142 -1.7943 -1.0950  -0.12
C: -0.4680 -3.1636 -0.9642  0.00
H: 1.5498 -5.6601 1.6524  0.15
H: 1.7654 -8.5209 2.2033  0.11
H: 0.9178 -10.6662 1.2908  0.10
H: -0.5712 -10.7091 -0.6635  0.09
H: -1.2732 -8.6039 -1.7820  0.11
H: 2.1257 -3.6200 1.1664  0.10
H: 2.2622 -1.1818 0.7941  0.11
H: -0.9977 -1.2084 -1.7051  0.11
H: -1.2545 -3.7015 -1.4758  0.11

## Properties
Lowest unoccupied orbital energy: 1.81 eV
HOMO: -5.41 eV
2S+1: 1
Net charge: -1
Orbital gap: 0.265 Eh

[2]
Entry from OMol25: a 14-piece molecular cluster, C47H103N9O14 overall (ωB97M-V with the def2-TZVPD basis set).

Last column: Mulliken spin population.
Cartesian coordinates (Å):
C: -1.9142 -3.4683 3.2848  0.00
O: -2.0789 -3.1918 2.1296  0.00
N: -0.7354 -3.2393 3.9298  0.00
C: -0.5910 -3.5589 5.2854  0.00
C: 0.4598 -2.5890 3.4230  0.00
H: -2.6758 -3.8655 3.9736  0.00
H: 0.2123 -2.9641 5.7201  0.00
H: -0.5591 -4.6185 5.5393  0.00
H: -1.4486 -3.2638 5.8899  0.00
H: 0.7826 -1.6760 3.9231  0.00
H: 1.2919 -3.2825 3.5444  0.00
H: 0.5225 -2.5213 2.3369  0.00
C: -3.1861 3.8631 2.7678  0.00
O: -3.6835 4.9481 2.4588  0.00
N: -3.7581 2.9158 3.5599  0.00
C: -3.1369 1.5648 3.8003  0.00
C: -5.0528 3.0353 4.1037  0.00
H: -2.2251 3.4583 2.4144  0.00
H: -2.0522 1.4750 3.7413  0.00
H: -3.6003 0.7800 3.2024  0.00
H: -3.3432 1.2455 4.8219  0.00
H: -5.0230 2.7286 5.1492  0.00
H: -5.4723 4.0376 4.0165  0.00
H: -5.7429 2.3501 3.6113  0.00
C: 0.6586 4.2643 0.9582  0.00
O: -0.3639 4.7418 1.5609  0.00
N: 1.5472 4.9519 0.2443  0.00
C: 2.5757 4.3695 -0.6259  0.00
C: 1.4633 6.4173 0.0006  0.00
H: 0.8853 3.1870 0.9706  0.00
H: 3.5625 4.7013 -0.3032  0.00
H: 2.3901 4.6340 -1.6669  0.00
H: 2.4971 3.2828 -0.6566  0.00
H: 0.7556 6.9234 0.6572  0.00
H: 2.4516 6.8492 0.1583  0.00
H: 1.2259 6.5439 -1.0557  0.00
C: 4.2021 -1.4622 1.5957  0.00
O: 4.5283 -0.9286 2.6787  0.00
N: 3.9239 -2.7586 1.3537  0.00
C: 3.7290 -3.1133 -0.0703  0.00
C: 3.9866 -3.7694 2.3462  0.00
H: 4.0293 -0.8808 0.6768  0.00
H: 2.7414 -3.4383 -0.3976  0.00
H: 4.3659 -3.9630 -0.3161  0.00
H: 4.1630 -2.3702 -0.7393  0.00
H: 4.1508 -3.1879 3.2534  0.00
H: 3.0144 -4.2593 2.3998  0.00
H: 4.8069 -4.4718 2.1989  0.00
C: 1.9074 -1.3094 7.5771  0.00
O: 0.8023 -1.0563 8.0621  0.00
N: 2.3252 -0.7431 6.4098  0.00
C: 3.6299 -1.1385 5.8247  0.00
C: 1.5930 0.2321 5.6789  0.00
H: 2.5264 -2.1327 7.9661  0.00
H: 3.5068 -1.6891 4.8921  0.00
H: 4.2547 -1.7874 6.4384  0.00
H: 4.2062 -0.2156 5.7583  0.00
H: 0.5628 -0.1230 5.7052  0.00
H: 1.7843 1.2676 5.9602  0.00
H: 1.9054 0.2602 4.6350  0.00
C: -5.3624 1.4479 -2.0654  -0.01
O: -5.9986 1.2219 -3.0510  0.00
N: -5.8948 1.8399 -0.8874  0.00
C: -5.0411 2.2140 0.2669  0.00
C: -7.3038 2.0673 -0.7806  0.00
H: -4.2616 1.4408 -2.0497  0.00
H: -5.2016 1.5210 1.0927  0.00
H: -5.4050 3.1515 0.6874  0.00
H: -4.0039 2.4728 0.0538  0.00
H: -7.9549 1.2158 -0.5826  0.00
H: -7.7223 2.8185 -0.1108  0.00
H: -7.6575 2.3697 -1.7663  0.00
C: 4.9222 1.7575 -1.6455  0.00
O: 4.1166 0.8496 -1.3533  0.00
N: 5.4586 1.9815 -2.8776  0.00
C: 5.3423 0.9529 -3.9219  0.00
C: 6.2950 3.2202 -3.1274  0.00
H: 5.3223 2.4783 -0.9157  0.00
H: 4.7780 0.1503 -3.4470  0.00
H: 6.3601 0.7546 -4.2581  0.00
H: 4.7450 1.3491 -4.7431  0.00
H: 6.3503 3.8514 -2.2405  0.00
H: 7.3468 2.9678 -3.2621  0.00
H: 6.0117 3.7681 -4.0261  0.00
C: -6.5922 -2.2649 -0.3783  -0.16
O: -7.7041 -2.3558 -0.9342  0.39
N: -5.4200 -2.5196 -1.0003  0.58
C: -4.1737 -2.1251 -0.3180  0.02
C: -5.3538 -2.9741 -2.3710  0.00
H: -6.4824 -1.8597 0.6395  -0.01
H: -3.2935 -2.4586 -0.8677  -0.01
H: -4.1052 -2.7181 0.5940  0.06
H: -4.0390 -1.1091 0.0532  0.03
H: -4.4695 -3.5858 -2.5498  0.01
H: -6.2109 -3.5095 -2.7794  0.02
H: -5.2368 -2.0610 -2.9546  0.06
C: 3.2774 2.4423 2.9681  0.00
O: 2.0495 2.6070 3.1948  0.00
N: 4.1311 3.4506 3.0560  0.00
C: 3.7682 4.8748 3.2304  0.00
C: 5.5426 3.1851 2.9100  0.00
H: 3.7445 1.4541 2.8362  0.00
H: 3.9423 5.4156 2.3001  0.00
H: 4.3835 5.2410 4.0522  0.00
H: 2.7120 4.9609 3.4852  0.00
H: 5.9584 3.8324 2.1379  0.00
H: 6.0516 3.4724 3.8301  0.00
H: 5.7785 2.1606 2.6224  0.00
C: -0.6651 -0.5593 -0.4525  0.00
C: 0.9092 -0.5722 -0.2971  0.00
C: 1.0977 0.2932 1.0161  0.00
O: -0.0992 0.9418 1.1919  0.00
C: -1.2100 0.1657 0.7932  0.00
H: -1.1126 -1.5472 -0.5611  0.00
H: -0.9285 0.1308 -1.2541  0.00
H: 1.3203 -0.1169 -1.1980  0.00
H: 1.3914 -1.5185 -0.0519  0.00
H: 1.8352 1.0866 0.8951  0.00
H: 1.2857 -0.2793 1.9244  0.00
H: -2.0497 0.8162 0.5484  0.00
H: -1.5463 -0.5440 1.5491  0.00
C: -1.2836 4.8162 -3.5895  0.00
C: -0.3194 4.3571 -2.5193  0.00
C: -0.8691 2.9887 -2.0245  0.00
O: -2.2527 3.0573 -2.3874  0.00
C: -2.3221 3.6860 -3.7040  0.00
H: -0.8372 5.0311 -4.5604  0.00
H: -1.6863 5.7923 -3.3193  0.00
H: -0.1005 5.0430 -1.7009  0.00
H: 0.6038 4.2874 -3.0946  0.00
H: -0.6757 2.8481 -0.9611  0.00
H: -0.3011 2.1383 -2.4018  0.00
H: -3.3491 3.9000 -3.9999  0.00
H: -1.9976 2.9675 -4.4567  0.00
C: -2.7296 -0.5760 -3.8666  0.00
C: -1.3702 -1.1071 -4.2467  0.00
C: -1.6091 -2.4902 -4.7276  0.00
O: -3.0458 -2.5673 -4.8849  0.00
C: -3.5467 -1.1887 -4.9575  0.00
H: -2.6259 0.5090 -3.8792  0.00
H: -2.9942 -0.8935 -2.8580  -0.01
H: -0.6215 -1.2179 -3.4624  0.00
H: -0.8223 -0.5814 -5.0286  0.00
H: -1.1322 -3.1327 -3.9874  0.00
H: -1.1030 -2.5600 -5.6905  0.00
H: -4.5792 -1.1171 -4.6155  0.00
H: -3.4759 -0.7384 -5.9477  0.00
C: 2.0858 -3.1534 -5.4974  0.00
C: 2.5225 -1.7384 -5.1114  0.00
C: 2.2834 -1.7455 -3.5757  0.00
O: 1.8896 -3.0607 -3.2535  0.00
C: 2.3709 -3.9026 -4.2134  0.00
H: 2.6030 -3.5604 -6.3663  0.00
H: 1.0075 -3.0531 -5.6208  0.00
H: 2.0359 -0.8927 -5.5973  0.00
H: 3.5850 -1.6288 -5.3288  0.00
H: 1.4755 -1.0808 -3.2697  0.00
H: 3.2433 -1.5825 -3.0857  0.00
H: 1.8499 -4.8537 -4.1030  0.00
H: 3.4126 -4.1656 -4.0298  0.00
C: -2.0364 -5.2042 -0.9191  0.00
C: -0.6554 -4.6330 -1.4318  0.00
C: 0.3528 -5.1640 -0.3923  0.00
O: -0.3784 -6.1782 0.2814  0.00
C: -1.6575 -6.5520 -0.2639  0.00
H: -2.7541 -5.3528 -1.7259  0.00
H: -2.4619 -4.5777 -0.1352  0.00
H: -0.5778 -3.5504 -1.5329  0.00
H: -0.3479 -5.0487 -2.3913  0.00
H: 0.7118 -4.2972 0.1626  0.00
H: 1.2230 -5.6024 -0.8808  0.00
H: -2.2898 -7.0049 0.4998  0.00
H: -1.4601 -7.3743 -0.9516  0.00

## Properties
Lowest unoccupied orbital energy (spin up / spin down): -3.02 / -7.69 eV
HOMO (spin up / spin down): -10.51 / -10.51 eV
2S+1: 2
Expectation value of S²: 0.781
Net charge: +1
Orbital gap (spin up / spin down): 0.275 / 0.104 Eh

[3]
Entry from OMol25: a 2-piece molecular cluster, C3H8O2S2 overall (ωB97M-V with the def2-TZVPD basis set).

Last column: natural (NBO) charge in e.
Cartesian coordinates (Å):
C: 0.6093 0.9887 0.8176  -0.54
C: -0.8763 1.1687 0.8784  0.45
O: -1.6228 0.6011 1.6237  -0.52
C: 1.2495 0.7603 -0.5688  -0.56
S: 2.0979 -0.7021 -1.1624  0.13
S: 0.6770 -1.7578 -2.3534  -0.16
H: 1.0062 0.2942 1.5708  0.25
H: 1.0674 1.9237 1.1325  0.24
H: -1.2729 1.9558 0.1882  0.10
H: 2.0182 1.5294 -0.7140  0.23
H: 0.4500 0.9665 -1.2934  0.23
H: -0.4599 -1.6462 -1.6678  0.15
H: -1.7989 -1.2806 0.3436  0.47
H: -1.8850 -2.7291 0.7453  0.47
O: -1.2597 -2.0726 0.4597  -0.94

## Properties
Lowest unoccupied orbital energy: 0.37 eV
HOMO: -8.42 eV
2S+1: 1
SMILES string: O=CCCSS.O
Orbital gap: 0.323 Eh

[4]
Entry from OMol25: an isolated ion of composition C6H12N and charge +1 (ωB97M-V with the def2-TZVPD basis set).

Last column: natural (NBO) charge in e.
Cartesian coordinates (Å):
C: 0.2120 -1.0198 -0.3632  -0.21
C: 1.1556 -0.2009 0.0919  0.02
C: 0.6474 0.9306 0.9372  -0.27
C: -1.2333 -0.4638 0.2487  -0.05
C: 2.5643 -0.2514 -0.3430  -0.67
C: -2.2584 -0.2121 -0.9061  -0.67
N: -0.7951 0.8521 0.9932  -0.49
H: 0.0370 -1.8912 -1.0468  0.27
H: 1.1828 0.7752 1.8369  0.25
H: 0.9001 1.8225 0.4550  0.23
H: -1.6323 -1.1486 1.0687  0.23
H: 2.5765 -0.1430 -1.5090  0.26
H: 3.0067 -1.2479 -0.1662  0.26
H: 3.2521 0.4704 0.1217  0.24
H: -1.5994 0.3012 -1.6325  0.23
H: -3.2489 0.1005 -0.5899  0.25
H: -2.4375 -1.2023 -1.4613  0.26
H: -1.2002 0.9425 1.8645  0.44
H: -1.1296 1.5862 0.4004  0.43

## Properties
Lowest unoccupied orbital energy: -3.22 eV
HOMO: -13.71 eV
2S+1: 1
Net charge: +1
SMILES string: CC1=C[C@H](C)[NH2+]C1
Orbital gap: 0.385 Eh

F_max: 0.58, 4.12, 1.90, 4.36 (eV Å⁻¹)